DFT (ωB97M-V/def2-TZVPD) results for 7 unconnected molecules or ions with the total composition C5H25NO7.

HOMO (alpha / beta)   0.48 / -6.00 eV
HOMO-LUMO gap (alpha / beta)   1.97 / 8.37 eV
Charge   -1
LUMO energy (alpha / beta)   2.46 / 2.37 eV
Spin multiplicity   2

Bonds (Å) are listed after each position.
Geometry (Å):
1 C 0.34055 0.96087 -1.02982  C2 1.538, H8 1.093, H9 1.083, H10 1.093
2 C -0.01217 -0.40994 -0.42848  C1 1.538, C3 1.536, N5 1.473, H11 1.089
3 C -0.71340 -0.28321 0.93183  C2 1.536, C4 1.511, H12 1.096, H13 1.090
4 C -2.12988 0.24370 0.94469  C3 1.511, H14 1.095, H15 1.093, H16 1.092
5 N 1.05605 -1.41004 -0.25998  C2 1.473, C6 1.464, H17 1.019
6 C 2.03398 -1.41462 -1.34953  N5 1.464, O7 1.401, H18 1.092, H19 1.096
7 O 3.30985 -0.90759 -1.06917  C6 1.401, H20 0.967
8 H 0.41104 0.81725 -2.11067  C1 1.093
9 H -0.43520 1.69818 -0.86622  C1 1.083
10 H 1.33886 1.25736 -0.69963  C1 1.093
11 H -0.73863 -0.87513 -1.09337  C2 1.089
12 H -0.11823 0.36086 1.58980  C3 1.096
13 H -0.63198 -1.28235 1.35955  C3 1.090
14 H -2.83392 -0.28562 0.29414  C4 1.095
15 H -2.58611 0.09635 1.92662  C4 1.093
16 H -2.21382 1.29716 0.67122  C4 1.092
17 H 1.55570 -1.18505 0.59866  N5 1.019
18 H 1.56566 -1.00663 -2.24796  C6 1.092
19 H 2.23751 -2.46979 -1.56537  C6 1.096
20 H 3.32493 0.04011 -0.87663  O7 0.967
21 H -0.50892 3.28119 1.25193  O23 0.976
22 H -0.62882 4.79237 1.14865  O23 0.976
23 O -0.05853 4.09983 1.53275  H21 0.976, H22 0.976
24 H 0.61992 2.11753 3.19824  O26 0.976
25 H 1.38553 3.32897 2.76536  O26 0.975
26 O 1.53916 2.40790 3.04532  H24 0.976, H25 0.975
27 H -1.72508 -3.40184 -2.64901  O29 0.969
28 H -0.19650 -3.33666 -2.40261  O29 0.966
29 O -1.01830 -2.83884 -2.29978  H27 0.969, H28 0.966
30 H -2.52429 1.32392 -3.39918  O32 0.965
31 H -2.25699 0.06746 -2.56775  O32 0.966
32 O -2.26503 1.03180 -2.51682  H30 0.965, H31 0.966
33 H 3.29614 0.44127 2.15340  O35 0.965
34 H 2.13175 1.25175 1.76938  O35 0.986
35 O 2.70042 0.53650 1.40020  H33 0.965, H34 0.986
36 H -1.22021 -4.04504 0.83613  O38 0.959
37 H -2.00202 -2.68178 0.88970  O38 0.966
38 O -2.02906 -3.61821 1.12437  H36 0.959, H37 0.966

DFT (ωB97M-V/def2-TZVPD) results for 7 unconnected molecules or ions with the total composition C5H25NO9.

HOMO   -8.61 eV
HOMO-LUMO gap   8.93 eV
Relative energy (zero: lowest compared OMol25 entry of this formula, charge and spin)   368.63 kJ/mol
LUMO energy   0.32 eV
SMILES   CN[C@H](C(O)O)[C@H](C)O.O.O.O.O.O.O

Bonds (Å) are listed after each position.
Geometry (Å):
1 C 2.27290 -0.34909 -2.25098  N2 1.519, H9 1.111, H10 1.101, H11 1.108
2 N 1.02208 -0.17632 -1.40738  C1 1.519, C3 1.461, H12 1.002
3 C 0.59478 1.22033 -1.37017  N2 1.461, C4 1.557, C7 1.592, H13 1.134
4 C -0.66434 1.39047 -0.46973  C3 1.557, C5 1.479, O6 1.450, H14 1.153
5 C -1.90294 0.77307 -0.99265  C4 1.479, H15 1.101, H16 1.114, H17 1.095
6 O -0.78333 2.83326 -0.38061  C4 1.450, H18 0.961
7 C 1.62400 2.12381 -0.55790  C3 1.592, O8 1.506, H19 1.063, O22 1.388
8 O 1.97550 1.54070 0.78509  C7 1.506, H38 0.981
9 H 3.07618 -0.75038 -1.59684  C1 1.111
10 H 2.60562 0.61951 -2.65570  C1 1.101
11 H 2.15283 -1.34344 -2.72555  C1 1.108
12 H 1.35849 -0.48944 -0.51702  N2 1.002
13 H 0.59268 1.73762 -2.37986  C3 1.134
14 H -0.29462 1.13130 0.59107  C4 1.153
15 H -2.67105 0.33342 -0.33768  C5 1.101
16 H -2.53369 1.47092 -1.58938  C5 1.114
17 H -1.79325 -0.01427 -1.74547  C5 1.095
18 H -1.68022 3.13181 -0.55514  O6 0.961
19 H 1.39731 3.07556 -0.14293  C7 1.063
20 H 3.51698 2.70639 -0.75739  O22 0.966
21 H 0.46440 -2.84838 -0.23309  O40 0.988
22 O 2.78254 2.36475 -1.28299  C7 1.388, H20 0.966
23 H -1.69003 -2.19202 0.09217  O25 0.965
24 H -1.11003 -2.11043 1.52077  O25 0.965
25 O -0.90133 -2.37667 0.61652  H23 0.965, H24 0.965
26 H 1.77406 -1.13102 2.72159  O28 0.968
27 H 1.19372 -2.33089 2.11713  O28 0.976
28 O 1.70811 -2.07832 2.90754  H26 0.968, H27 0.976
29 H -0.18423 -1.30262 3.43204  O31 0.980
30 H -1.40392 -0.82823 4.09228  O31 0.965
31 O -1.15382 -1.30521 3.29130  H29 0.980, H30 0.965
32 H -3.16132 -1.36405 -2.45986  O34 0.962
33 H -3.90490 -1.92258 -1.22279  O34 0.963
34 O -3.11323 -2.02435 -1.76153  H32 0.962, H33 0.963
35 H -3.04783 2.26913 2.31338  O37 0.957
36 H -1.64910 2.21746 1.54060  O37 0.949
37 O -2.18216 1.86806 2.24326  H35 0.957, H36 0.949
38 H 2.90551 1.23565 0.85481  O8 0.981
39 H 1.40852 -3.99948 0.31388  O40 0.961
40 O 1.39912 -3.10601 -0.04079  H21 0.988, H39 0.961

DFT (ωB97M-V/def2-TZVPD) results for 7 unconnected molecules or ions with the total composition C5H26N2O7.

HOMO   -16.92 eV
HOMO-LUMO gap   11.23 eV
Relative energy (zero: lowest compared OMol25 entry of this formula, charge and spin)   278.38 kJ/mol
Charge   +2
LUMO energy   -5.68 eV

Bonds (Å) are listed after each position.
Geometry (Å):
1 C -1.96866 -1.19331 2.11247  O2 1.405, C3 1.462, H9 1.156, H10 1.197
2 O -1.33449 -2.15965 2.91175  C1 1.405, H11 1.038
3 C -0.95287 -0.31233 1.53962  C1 1.462, C4 1.449, N8 1.577, H12 1.122
4 C -1.24407 0.70799 0.55257  C3 1.449, C5 1.619, H13 1.150, H14 1.129
5 C -0.23182 1.92247 0.20424  C4 1.619, N7 1.477, H15 1.099, H16 1.137
6 C 2.05232 1.61428 -0.65387  N7 1.302, H17 1.063, H18 1.004
7 N 0.77569 1.36787 -0.72266  C5 1.477, C6 1.302, H19 1.152
8 N -0.02745 -1.26663 0.69075  C3 1.577, H20 1.072, H21 1.045, H22 1.089
9 H -2.84790 -0.87009 2.78916  C1 1.156
10 H -2.26845 -1.85644 1.16204  C1 1.197
11 H -1.79522 -2.24693 3.83804  O2 1.038
12 H -0.23785 0.02907 2.33426  C3 1.122
13 H -2.30692 1.02888 0.85125  C4 1.150
14 H -1.36593 0.23322 -0.46470  C4 1.129
15 H 0.27589 2.35601 1.07667  C5 1.099
16 H -0.71515 2.79128 -0.34667  C5 1.137
17 H 2.51805 1.03268 -1.41160  C6 1.063
18 H 2.68521 2.10874 -0.05195  C6 1.004
19 H 0.13340 0.77516 -1.47309  N7 1.152
20 H 0.93800 -0.84002 0.50328  N8 1.072
21 H 0.11288 -2.20225 1.13555  N8 1.045
22 H -0.53942 -1.46276 -0.25004  N8 1.089
23 H 0.18440 -1.80488 -3.13461  O25 0.960
24 H -0.93260 -2.62444 -2.35961  O25 0.953
25 O -0.41758 -1.82310 -2.38754  H23 0.960, H24 0.953
26 H 1.90488 -0.97194 -3.40970  O28 1.007
27 H 3.14839 -0.16321 -3.86452  O28 1.003
28 O 2.47211 -0.19058 -3.12460  H26 1.007, H27 1.003
29 H 3.73344 0.40539 0.98347  O31 0.950
30 H 2.59060 0.49262 1.95049  O31 0.939
31 O 2.78613 0.46473 1.03252  H29 0.950, H30 0.939
32 H 1.79104 0.60395 4.13790  O34 1.005
33 H 2.50223 -0.51179 4.27262  O34 0.936
34 O 2.25290 -0.03038 3.50982  H32 1.005, H33 0.936
35 H -4.02072 -0.07144 -1.91359  O37 1.001
36 H -4.08107 1.40847 -1.87946  O37 1.016
37 O -3.40369 0.67915 -1.67340  H35 1.001, H36 1.016
38 H -1.96340 1.00304 -2.45092  O40 1.005
39 H -1.15167 0.65643 -3.74260  O40 0.972
40 O -1.03778 1.00456 -2.84211  H38 1.005, H39 0.972

DFT (ωB97M-V/def2-TZVPD) results for 7 unconnected molecules or ions with the total composition C5H26N3O6.

HOMO   -11.36 eV
HOMO-LUMO gap   8.30 eV
Relative energy (zero: lowest compared OMol25 entry of this formula, charge and spin)   284.40 kJ/mol
Charge   +1
LUMO energy   -3.06 eV

Bonds (Å) are listed after each position.
Geometry (Å):
1 C 2.41801 2.51676 -0.72980  C2 1.493, H9 1.087, H10 1.119, H11 1.150
2 C 1.56984 1.29347 -0.84452  C1 1.493, C3 1.593, N8 1.560, H12 1.093
3 C 0.24649 1.25885 -1.73103  C2 1.593, C4 1.548, H13 1.091, H14 1.163
4 C -0.47686 -0.04877 -2.13622  C3 1.548, C5 1.333, N7 1.496
5 C -1.80208 -0.18087 -2.18991  C4 1.333, N6 1.414, H15 1.086
6 N -2.48809 -1.39821 -2.40540  C5 1.414, H16 1.025, H17 1.039
7 N 0.44274 -1.22552 -2.21854  C4 1.496, H18 1.012, H19 1.004
8 N 1.00761 0.96854 0.57434  C2 1.560, H20 1.054, H21 1.052, H22 1.034
9 H 1.89180 3.46757 -0.69906  C1 1.087
10 H 3.06510 2.56248 -1.64217  C1 1.119
11 H 3.20033 2.51214 0.11305  C1 1.150
12 H 2.07177 0.34253 -1.03788  C2 1.093
13 H -0.54350 1.89764 -1.33414  C3 1.091
14 H 0.44741 1.79443 -2.74354  C3 1.163
15 H -2.58019 0.52741 -1.92277  C5 1.086
16 H -3.10920 -1.39164 -3.22026  N6 1.025
17 H -1.86422 -2.21358 -2.56708  N6 1.039
18 H 0.49334 -1.44804 -3.20404  N7 1.012
19 H 1.22382 -0.82661 -1.72979  N7 1.004
20 H 1.17178 -0.06891 0.65811  N8 1.054
21 H 1.47773 1.38333 1.41943  N8 1.052
22 H 0.01263 1.16587 0.77560  N8 1.034
23 H -0.03830 -1.67793 -0.41400  O25 0.964
24 H -1.22124 -1.30499 0.52008  O25 0.967
25 O -0.28750 -1.55466 0.50929  H23 0.964, H24 0.967
26 H -3.30836 1.68977 0.78067  O28 0.995
27 H -2.37963 1.41387 2.09548  O28 0.944
28 O -3.24677 1.59519 1.76887  H26 0.995, H27 0.944
29 H 0.47456 -2.35235 2.03720  O31 0.994
30 H 0.07985 -1.71074 3.30603  O31 0.962
31 O 0.88817 -1.90243 2.82098  H29 0.994, H30 0.962
32 H 0.93528 2.11601 3.65142  O34 0.952
33 H 1.11957 0.62024 3.83589  O34 0.955
34 O 1.41468 1.36484 3.31619  H32 0.952, H33 0.955
35 H -3.75950 -1.66873 2.17023  O37 0.978
36 H -3.55099 -0.32865 1.66352  O37 0.954
37 O -3.39542 -1.22573 1.37789  H35 0.978, H36 0.954
38 H 2.60109 -2.72906 0.57790  O40 0.955
39 H 3.15877 -2.88828 -0.90589  O40 0.968
40 O 2.63947 -2.34523 -0.29613  H38 0.955, H39 0.968